No. 1
A gas-phase ion, C22H33N6O3 (charge +1) in a non-equilibrium geometry, computed with ωB97M-V/def2-TZVPD.

```
64
Properties=species:S:1:pos:R:3:forces:R:3:lowdin_charge:R:1
C 5.8604 3.6895 0.2441 0.05 0.10 0.09 0.02
C 5.6841 2.3824 0.2088 -0.11 -0.22 -0.14 -0.17
C 5.1804 1.6377 -0.9963 0.12 0.08 0.03 -0.19
N 3.8601 1.0390 -0.8346 -0.09 -0.04 0.01 -0.18
C 3.7854 -0.0230 0.1456 -0.21 -0.03 -0.22 -0.15
C 2.4603 -0.7596 -0.0264 0.86 -0.60 0.07 -0.08
N 1.3419 0.1876 0.1787 -0.05 0.00 0.47 -0.05
C 0.0003 -0.4591 0.1425 -0.62 -0.02 -0.05 -0.12
C -1.1128 0.5532 0.3158 0.03 0.20 0.07 -0.12
C -2.1781 0.5602 -0.5640 -0.06 0.19 0.04 0.06
C -3.2705 1.4105 -0.3727 0.19 0.02 0.23 -0.27
O -4.2552 1.3168 -1.2908 0.21 -0.21 -0.09 -0.07
C -5.3839 2.1590 -1.1704 -0.21 0.14 0.01 -0.07
C -3.2631 2.2616 0.7283 -0.26 -0.14 -0.38 0.01
C -2.1909 2.2702 1.6051 0.44 -0.14 0.20 0.01
C -1.1072 1.4256 1.4173 -0.21 0.07 -0.11 -0.22
O 0.0074 1.3896 2.2165 -0.20 -0.08 -0.48 -0.13
C -0.0190 2.0748 3.4551 0.09 0.14 0.31 -0.04
C -0.0920 -1.4129 1.2843 -0.15 -0.71 0.41 -0.24
N 0.7321 -1.4506 2.3096 0.18 0.70 -0.84 0.08
N 0.2653 -2.3828 3.1287 0.51 -0.24 0.94 -0.01
N -0.7837 -2.9091 2.6699 -1.12 -0.88 0.02 0.07
N -1.0648 -2.3309 1.4979 1.20 1.06 0.04 -0.04
C -2.1775 -2.7479 0.6934 -0.25 -0.53 -0.63 -0.05
C -1.7226 -3.5696 -0.5235 -0.27 -0.24 0.45 -0.30
C -2.8897 -4.3042 -1.1930 0.24 0.16 -0.07 -0.12
C -2.4862 -4.2796 -2.6650 0.12 0.19 0.12 -0.14
C -1.8083 -2.9182 -2.7635 -0.17 -0.04 -0.40 -0.18
O -1.1469 -2.7208 -1.5145 0.11 0.09 0.17 -0.14
C 1.4608 1.3001 -0.7868 0.17 0.86 -0.38 -0.07
C 2.8042 1.9990 -0.6019 -0.11 -0.24 -0.07 -0.15
H 6.2286 4.1930 1.1212 0.07 0.06 0.20 0.06
H 5.6635 4.3112 -0.6142 -0.05 0.09 -0.23 0.06
H 5.9019 1.7769 1.0786 0.08 0.01 0.19 0.10
H 5.1243 2.3120 -1.8539 0.09 -0.03 -0.01 0.12
H 5.8705 0.8266 -1.2436 -0.01 0.05 -0.08 0.12
H 4.6041 -0.7229 -0.0269 -0.07 -0.05 0.08 0.14
H 3.8563 0.3434 1.1845 0.04 -0.04 0.00 0.14
H 2.3868 -1.5629 0.7062 -0.10 0.15 -0.12 0.12
H 2.3832 -1.1643 -1.0373 -0.09 0.08 0.04 0.15
H 1.4098 0.5719 1.1393 0.02 -0.01 -0.16 0.16
H -0.1234 -0.9986 -0.8033 0.14 0.16 0.13 0.15
H -2.1830 -0.0976 -1.4182 0.01 -0.14 -0.14 0.13
H -5.9263 1.9687 -0.2402 0.03 0.01 -0.02 0.10
H -6.0219 1.9131 -2.0166 0.01 0.06 0.09 0.10
H -5.1015 3.2138 -1.2242 0.01 -0.03 0.01 0.10
H -4.0868 2.9294 0.9177 -0.11 0.07 -0.01 0.11
H -2.2154 2.9465 2.4433 0.02 0.08 0.10 0.12
H 0.8929 1.7782 3.9697 -0.07 0.06 0.01 0.10
H -0.8815 1.7768 4.0542 0.00 -0.02 -0.05 0.11
H -0.0236 3.1579 3.3081 -0.01 -0.05 0.00 0.10
H -2.8026 -3.3700 1.3364 0.03 0.12 -0.03 0.14
H -2.7351 -1.8671 0.3627 -0.02 -0.13 0.07 0.13
H -0.9487 -4.2801 -0.1985 -0.13 0.09 0.00 0.16
H -3.8140 -3.7439 -1.0454 -0.09 0.00 0.02 0.12
H -3.0170 -5.3089 -0.8006 -0.05 -0.02 0.07 0.13
H -1.7711 -5.0741 -2.8774 -0.01 -0.02 -0.04 0.12
H -3.3319 -4.3702 -3.3402 -0.02 -0.04 -0.06 0.12
H -2.5513 -2.1231 -2.9118 0.06 -0.06 -0.04 0.12
H -1.0571 -2.8578 -3.5522 -0.08 0.02 0.02 0.13
H 0.6386 2.0002 -0.6356 0.03 -0.14 0.06 0.14
H 1.3987 0.8813 -1.7932 -0.06 -0.06 0.09 0.15
H 2.8906 2.8032 -1.3338 -0.10 0.02 0.06 0.14
H 2.8521 2.4487 0.4066 -0.01 0.03 -0.07 0.14
```
Positions in Å, forces in eV/Å.

- HOMO level: -11.164 eV
- Energy: -1412.075696 a.u.
- Energy above the lowest of the compared OMol25 structures with the same formula, charge and spin: 24.6 kcal/mol
- Gap between HOMO and LUMO: 9.2 eV
- Total charge: +1
- Structure (SMILES): C=CCN1CC[NH+]([C@H](c2cc(OC)ccc2OC)c2nnnn2C[C@H]2CCCO2)CC1

***

No. 2
A molecular structure, C22H33O17Pt in a non-equilibrium geometry, computed with ωB97M-V/def2-TZVPD.

```
73
Properties=species:S:1:pos:R:3:forces:R:3:lowdin_charge:R:1
Pt -18.8022 -7.5257 15.8291 0.48 -0.38 -0.85 1.31
C -18.5233 -5.6875 12.1997 0.00 -0.43 -0.18 0.02
C -18.5391 -6.3449 13.5419 -0.55 0.31 0.73 -0.68
O -18.2628 -5.6916 14.5877 0.15 0.00 -0.05 -0.07
O -18.9337 -7.5454 13.6819 0.32 -0.05 -0.37 -0.09
H -17.4993 -5.4508 11.9167 0.00 0.08 -0.01 0.09
H -19.1088 -4.7728 12.2312 0.07 0.09 0.09 0.09
H -18.9587 -6.3692 11.4715 0.09 0.06 -0.06 0.09
C -18.2656 -14.0122 13.9050 0.04 -0.40 -0.88 -0.03
C -19.3008 -12.9786 14.2057 0.09 0.27 0.77 -0.29
C -19.9291 -13.0994 15.6123 -0.30 -0.43 -0.55 -0.08
O -19.7644 -11.8143 16.1970 0.01 0.11 -0.15 0.08
C -19.0418 -11.0266 15.3695 -0.19 -0.31 0.36 -0.53
O -18.7592 -9.8981 15.6261 0.12 -0.22 0.06 0.08
O -18.6633 -11.6836 14.2742 -0.14 0.16 -0.20 0.11
H -17.8524 -13.8524 12.9058 0.09 0.15 0.13 0.09
H -18.7284 -15.0002 13.8463 0.04 -0.01 0.31 0.10
H -17.4536 -13.9970 14.6269 -0.04 -0.07 0.13 0.10
H -20.0725 -12.9303 13.4405 0.03 0.05 -0.10 0.16
H -19.4545 -13.8720 16.2170 0.20 0.18 0.10 0.13
H -20.9885 -13.3457 15.5322 -0.01 0.18 0.17 0.13
C -20.1271 -7.8848 22.5919 0.35 -0.23 0.47 -0.02
C -19.8448 -8.8099 21.4465 -0.17 -0.04 -0.46 -0.31
C -21.0683 -9.3571 20.7005 0.19 0.57 0.05 -0.07
O -20.6387 -9.3671 19.3315 0.13 -0.39 0.00 0.08
C -19.5436 -8.5971 19.2030 -0.22 0.33 0.42 -0.54
O -19.0189 -8.3433 18.1665 0.24 0.09 -0.26 0.10
O -19.1474 -8.1090 20.3924 -0.05 -0.24 -0.17 0.10
H -20.4987 -8.4823 23.4285 -0.23 0.16 -0.05 0.10
H -20.8259 -7.0904 22.3401 -0.11 -0.07 -0.07 0.08
H -19.2008 -7.4322 22.9464 0.01 0.03 -0.11 0.10
H -19.2063 -9.6446 21.7435 0.06 0.08 0.13 0.16
H -21.9207 -8.6762 20.7420 -0.05 -0.07 0.27 0.13
H -21.3415 -10.3496 21.0427 -0.08 -0.10 -0.24 0.14
C -23.8144 -4.6198 19.1246 -0.66 -0.07 -0.34 -0.02
C -22.4513 -4.1231 18.7282 -0.07 -0.25 0.30 -0.30
C -21.3585 -4.3432 19.7791 -0.17 0.56 0.04 -0.08
O -20.2461 -4.8118 19.0219 -0.05 -0.17 0.02 0.09
C -20.6744 -5.2129 17.8073 0.09 0.08 0.19 -0.53
O -19.9830 -5.7781 17.0181 -0.38 0.44 0.29 0.08
O -21.9610 -4.8957 17.6168 0.02 -0.04 -0.08 0.10
H -23.8081 -5.6469 19.4928 0.22 0.03 0.07 0.08
H -24.4791 -4.6046 18.2560 0.12 0.04 0.01 0.09
H -24.2894 -3.9788 19.8677 0.22 0.03 0.12 0.09
H -22.5137 -3.0810 18.4156 0.13 0.02 -0.08 0.16
H -21.6489 -5.0740 20.5364 0.07 -0.16 -0.12 0.12
H -21.0869 -3.4163 20.2806 0.11 -0.05 -0.01 0.14
C -25.6690 -7.9501 15.4768 -0.15 0.21 0.37 -0.02
C -24.4843 -8.3773 16.3077 0.17 -0.52 -0.36 -0.30
C -24.0147 -9.8179 16.0058 -0.29 0.17 -0.15 -0.07
O -22.6160 -9.6895 15.7585 0.15 -0.04 -0.07 0.08
C -22.2749 -8.3923 15.6931 -0.38 0.02 0.38 -0.53
O -21.1753 -7.9953 15.4731 -0.04 0.05 -0.14 0.10
O -23.3322 -7.5996 15.9355 0.13 -0.01 0.10 0.10
H -25.7863 -6.8677 15.5250 -0.01 -0.01 0.01 0.09
H -26.5761 -8.3991 15.8858 -0.01 -0.05 -0.13 0.10
H -25.5509 -8.2397 14.4347 0.03 -0.03 -0.02 0.09
H -24.6614 -8.2506 17.3757 0.03 0.22 0.01 0.15
H -24.5139 -10.1883 15.1090 0.15 -0.09 -0.04 0.13
H -24.1609 -10.5332 16.8101 0.00 0.10 0.12 0.13
C -12.4183 -8.7687 17.2652 0.17 -0.13 0.15 -0.02
C -13.1654 -7.7907 16.3978 0.17 -0.34 -0.46 -0.29
C -13.3520 -8.2731 14.9411 0.32 -0.01 0.28 -0.06
O -14.7632 -8.2011 14.7246 -0.14 -0.04 0.02 0.10
C -15.3852 -7.9620 15.8834 0.39 0.38 0.01 -0.53
O -16.5701 -7.9790 16.0369 -0.08 -0.03 0.10 0.07
O -14.5212 -7.6761 16.8650 -0.17 -0.09 -0.09 0.11
H -11.3633 -8.8238 16.9906 -0.03 0.15 -0.09 0.10
H -12.8250 -9.7752 17.1543 -0.12 0.05 0.09 0.09
H -12.4745 -8.4622 18.3088 -0.01 -0.06 0.01 0.09
H -12.6963 -6.8087 16.4268 -0.19 0.11 0.09 0.15
H -13.0311 -9.3075 14.8121 -0.08 -0.02 0.04 0.13
H -12.8209 -7.6592 14.2186 -0.21 0.12 -0.06 0.14
```
Positions in Å, forces in eV/Å.

- HOMO level (spin up / spin down): -10.538 / -10.746 eV
- Energy: -2256.323390 a.u.
- Energy above the lowest of the compared OMol25 structures with the same formula, charge and spin: 0.0 kcal/mol
- Gap between HOMO and LUMO (spin up / spin down): 8.9 / 8.7 eV
- Total charge: +1
- Spin multiplicity: 3

***

No. 3
A molecular structure, C22H33O17Pt in a non-equilibrium geometry, computed with ωB97M-V/def2-TZVPD.

```
73
Properties=species:S:1:pos:R:3:forces:R:3:lowdin_charge:R:1
Pt -1.6916 1.0111 -1.9749 0.04 -0.01 -0.10 0.98
C -3.4252 1.7352 -8.0678 0.73 0.58 0.46 0.03
C -3.0622 1.6848 -6.6030 0.34 -1.30 -0.89 -0.62
O -3.8785 1.1936 -5.7646 0.51 0.51 0.47 0.19
O -1.9200 1.9012 -6.1280 -1.31 0.02 0.12 0.13
H -4.1585 2.5245 -8.2331 0.04 -0.05 -0.11 0.10
H -3.7977 0.7869 -8.4552 -0.11 0.00 0.40 0.10
H -2.4850 1.9577 -8.5723 -0.15 0.20 -0.24 0.09
C 6.1344 7.7191 -0.6989 0.54 -0.87 -1.83 -0.01
C 5.9938 6.1847 -1.0990 -0.67 2.15 1.71 -0.22
C 6.1672 5.2850 0.1410 1.47 0.77 -0.98 -0.14
O 5.0170 4.5159 0.1498 -0.60 -0.98 0.12 0.07
C 4.1527 4.9085 -0.8239 -3.48 -2.42 1.93 -0.56
O 3.0458 4.3693 -0.9155 2.74 1.44 -0.42 0.10
O 4.5934 5.9502 -1.4524 1.14 0.97 -1.29 0.11
H 6.0195 8.3379 -1.5889 -0.46 -0.08 -0.17 0.07
H 7.1675 7.9646 -0.4526 0.04 -0.38 0.59 0.08
H 5.4308 8.0888 0.0471 0.08 -0.54 0.10 0.09
H 6.6378 5.8464 -1.9108 -0.20 0.40 -0.13 0.15
H 6.3366 5.8536 1.0554 -0.50 -0.01 0.11 0.13
H 7.0723 4.7010 -0.0264 -0.16 -0.48 0.24 0.13
C -0.9205 -4.0058 7.0599 0.66 0.97 1.29 -0.01
C -0.0969 -2.8378 6.4875 -1.14 -1.32 0.22 -0.32
C 1.1878 -3.2010 5.7618 -1.78 -0.13 -0.81 -0.04
O 1.0188 -2.3051 4.6325 5.07 -0.24 -0.32 0.09
C -0.1505 -1.8026 4.4956 -2.40 0.67 -1.57 -0.63
O -0.5474 -1.1511 3.5548 0.56 -0.44 1.11 0.13
O -0.8996 -2.2476 5.4916 -1.67 0.71 0.24 0.09
H -0.3602 -4.2666 7.9578 -0.06 -0.80 0.03 0.08
H -1.1333 -4.8582 6.4148 0.56 0.21 -0.21 0.09
H -1.8830 -3.6743 7.4496 0.02 0.34 -0.20 0.08
H 0.1503 -2.0471 7.1958 -0.28 -0.22 0.50 0.16
H 1.1612 -4.1810 5.2853 0.15 -0.23 0.46 0.14
H 2.0404 -3.0882 6.4314 0.30 0.51 -0.77 0.14
C -1.9443 -8.7293 0.3983 0.80 -0.62 -1.10 -0.04
C -3.0830 -7.7958 0.0231 0.93 -0.61 1.79 -0.27
C -3.6649 -7.1003 1.2981 -0.44 -1.28 -1.59 -0.09
O -3.8320 -5.8000 0.8057 -0.51 1.15 0.82 0.06
C -3.0995 -5.5638 -0.2965 -0.04 3.11 -0.16 -0.55
O -2.9612 -4.4257 -0.7373 -0.11 -2.86 0.54 0.11
O -2.5815 -6.6918 -0.7528 0.21 -0.40 -0.34 0.10
H -1.1384 -8.3258 1.0114 -0.40 0.50 0.19 0.09
H -1.4373 -9.0296 -0.5186 0.02 0.00 -0.22 0.08
H -2.2299 -9.6866 0.8343 -0.55 0.23 0.20 0.09
H -3.8190 -8.3357 -0.5726 -0.14 0.22 0.07 0.16
H -3.0399 -7.1727 2.1882 0.35 0.35 -0.22 0.13
H -4.6258 -7.5498 1.5486 -0.12 0.28 0.01 0.13
C 5.2162 -6.4530 -3.6569 -0.02 -0.76 1.13 -0.02
C 4.6842 -5.5710 -2.5266 2.58 0.24 -0.28 -0.32
C 5.6689 -4.3635 -2.2077 -0.35 -1.47 -0.64 -0.06
O 4.7950 -3.2673 -2.3592 1.73 1.76 0.42 0.09
C 3.6466 -3.5891 -2.8769 -4.06 0.89 1.01 -0.54
O 2.6754 -2.8312 -2.9741 2.72 -1.85 -0.51 0.11
O 3.5844 -4.9275 -3.0250 -2.36 1.15 -0.88 0.08
H 4.4169 -7.0864 -4.0417 -0.01 -0.01 0.10 0.09
H 5.9612 -7.1000 -3.1937 0.27 -0.16 -0.40 0.09
H 5.6409 -5.9113 -4.5021 0.00 0.26 0.27 0.09
H 4.4384 -6.0824 -1.5960 -0.13 -0.38 -0.21 0.15
H 6.4509 -4.3685 -2.9670 0.01 0.40 -0.06 0.12
H 6.1551 -4.3445 -1.2323 -0.43 -0.03 0.05 0.13
C -6.0350 9.0607 2.6221 -0.26 -0.30 -0.03 -0.02
C -6.3848 8.3320 1.3106 0.69 1.01 0.65 -0.30
C -5.7010 8.9378 0.1083 -1.22 3.27 0.69 -0.15
O -4.9976 7.9529 -0.4850 1.84 -1.04 -2.86 0.11
C -4.9142 6.8973 0.2623 0.57 -4.49 0.91 -0.52
O -4.2537 5.8587 0.0668 -1.93 3.60 0.48 0.09
O -5.7911 7.0435 1.2963 0.32 -1.20 0.56 0.08
H -6.4693 10.0535 2.7395 -0.41 -0.06 -0.43 0.09
H -4.9646 9.2454 2.7131 0.11 -0.45 -0.05 0.09
H -6.3969 8.4619 3.4579 0.19 0.01 0.07 0.09
H -7.4627 8.2986 1.1520 0.01 -0.49 0.19 0.15
H -4.9826 9.7083 0.3880 -0.12 0.27 0.17 0.14
H -6.4403 9.3984 -0.5469 0.23 -0.18 -0.39 0.14
```
Positions in Å, forces in eV/Å.

- HOMO level (spin up / spin down): -12.168 / -12.168 eV
- Energy: -2256.008940 a.u.
- Energy above the lowest of the compared OMol25 structures with the same formula, charge and spin: 197.3 kcal/mol
- Gap between HOMO and LUMO (spin up / spin down): 5.2 / 5.1 eV
- Total charge: +1
- Spin multiplicity: 3